ORCA calculation (wB97M-V/def2-TZVPD) on a 2-piece molecular cluster, C3H12N3 overall at a distorted geometry.

Element x y z (Å)
C  -1.6480  -1.4369  1.1349
N  -2.0038  -0.0801  0.6117
H  -1.3690  -1.3987  2.1910
H  -0.8238  -1.8140  0.5285
H  -2.4856  -2.1168  1.0591
H  -2.2947  -0.1209  -0.3642
H  -2.8343  0.2333  1.1134
C  1.9754  0.2137  -0.8587
C  0.8803  0.9990  -0.5905
N  0.3279  1.1180  0.7234
N  2.4757  0.1465  -2.1217
H  2.5516  -0.2983  -0.0910
H  0.3254  1.5291  -1.3618
H  -0.8023  0.6108  0.7351
H  0.9018  0.6349  1.4215
H  0.2784  2.0948  1.0411
H  1.7702  0.4842  -2.7823
H  2.7746  -0.7985  -2.3893

## Properties
Energy above the lowest of the compared OMol25 structures with the same formula, charge and spin, kcal per mole: 0.00
HOMO level (alpha / beta), eV: -19.176 / -19.524
Multiplicity: 2
Expectation value of S²: 0.766
Total charge: +2
Kohn-Sham gap (alpha / beta), Ha: 0.3967 / 0.2687

The molecule's Mulliken atomic charges, reported in e, are given here:
1. C -0.850
2. N -0.563
3. H 0.354
4. H 0.314
5. H 0.371
6. H 0.317
7. H 0.295
8. C -0.025
9. C -0.125
10. N -0.358
11. N -0.278
12. H 0.363
13. H 0.358
14. H 0.396
15. H 0.374
16. H 0.390
17. H 0.315
18. H 0.351

***

ORCA calculation (wB97M-V/def2-TZVPD) on an isolated ion of composition C10H19ClN3 and charge +1.

Element x y z (Å)
C  -2.8099  -0.9133  -0.3261
C  -2.0014  -1.0414  -1.6214
C  -1.7575  0.3535  -2.2250
C  -0.6920  -1.8719  -1.5084
C  -0.2753  -2.3519  -0.1154
C  0.1539  -1.2306  0.7616
N  0.3646  0.0009  0.3869
N  0.7258  0.6757  1.5062
C  1.0343  2.1102  1.4479
C  2.4696  2.3791  1.0153
C  2.8633  1.7702  -0.3189
Cl  1.8119  2.3559  -1.6340
C  0.7603  -0.1215  2.5504
N  0.4111  -1.3371  2.1110
H  -2.9694  -1.8665  0.1825
H  -2.3398  -0.2113  0.3697
H  -3.7974  -0.5093  -0.5542
H  -2.6426  -1.5845  -2.3198
H  -0.8123  0.4011  -2.7680
H  -1.7305  1.1225  -1.4488
H  -2.5486  0.6237  -2.9253
H  -0.7778  -2.7672  -2.1258
H  0.1414  -1.2989  -1.9210
H  0.5698  -3.0425  -0.2022
H  -1.0736  -2.9084  0.3816
H  0.3142  2.5448  0.7566
H  0.8510  2.5126  2.4441
H  3.1600  2.0178  1.7851
H  2.5834  3.4641  0.9622
H  2.8034  0.6825  -0.3120
H  3.8811  2.0568  -0.5720
H  1.0042  0.1562  3.5630
H  0.3248  -2.1714  2.6740

## Properties
Energy above the lowest of the compared OMol25 structures with the same formula, charge and spin, kcal per mole: 0.00
SMILES: CC(C)CCc1nn(CCCCl)c[nH+]1
HOMO level, eV: -13.665
Multiplicity: 1
Total charge: +1
Kohn-Sham gap, Ha: 0.3833

The molecule's Mulliken atomic charges, reported in e, are given here:
1. C -1.551
2. C 0.707
3. C -1.385
4. C -1.036
5. C -0.889
6. C 0.330
7. N -0.189
8. N 0.244
9. C -0.778
10. C -0.603
11. C -0.427
12. Cl -0.160
13. C -0.026
14. N -0.098
15. H 0.333
16. H 0.255
17. H 0.455
18. H 0.522
19. H 0.328
20. H 0.250
21. H 0.402
22. H 0.378
23. H 0.347
24. H 0.487
25. H 0.390
26. H 0.351
27. H 0.393
28. H 0.312
29. H 0.347
30. H 0.248
31. H 0.411
32. H 0.429
33. H 0.224

***

ORCA calculation (wB97M-V/def2-TZVPD) on one molecule with the formula C23H25N5O2S2 at a distorted geometry.

Element x y z (Å)
C  -0.4156  -3.0051  1.2839
C  -1.3344  -1.8348  0.9436
N  -0.9563  -0.6376  1.6497
C  -1.2803  -0.3527  2.9446
S  -2.1726  -1.4460  3.9511
C  -2.2331  -0.4431  5.4895
C  -1.0044  -0.6567  6.3079
C  0.0809  0.2059  6.1815
C  1.2271  -0.0020  6.9223
C  1.2988  -1.0832  7.8016
C  2.4684  -1.3001  8.5657
N  3.4151  -1.4798  9.1867
C  0.2162  -1.9549  7.9271
C  -0.9236  -1.7387  7.1803
N  -0.8586  0.8399  3.2791
N  -0.2569  1.3631  2.2106
C  -0.2981  0.4963  1.2290
C  0.2605  0.7694  -0.0837
C  0.8004  -0.2191  -0.9078
C  1.3250  0.1205  -2.1419
C  1.3229  1.4407  -2.5456
S  2.0017  1.8296  -4.1556
O  2.0019  3.2550  -4.3351
O  3.2341  1.1188  -4.3250
N  0.8545  1.0915  -5.1380
C  -0.3819  1.8410  -5.1999
C  -1.4668  0.9813  -5.8433
C  -1.0201  0.5313  -7.2318
C  0.3191  -0.1940  -7.1266
C  1.3423  0.7130  -6.4506
C  0.8206  2.4381  -1.7305
C  0.2881  2.1034  -0.5007
H  -0.7092  -3.8788  0.7093
H  0.6219  -2.7678  1.0584
H  -0.4909  -3.2436  2.3420
H  -2.3600  -2.0829  1.2377
H  -1.3198  -1.6182  -0.1271
H  -3.1298  -0.7849  6.0056
H  -2.3361  0.5909  5.1675
H  0.0213  1.0306  5.4874
H  2.0697  0.6663  6.8266
H  0.2785  -2.7914  8.6073
H  -1.7617  -2.4148  7.2721
H  0.8481  -1.2453  -0.5812
H  1.7552  -0.6209  -2.7956
H  -0.6535  2.1097  -4.1764
H  -0.2409  2.7695  -5.7722
H  -1.6403  0.1055  -5.2155
H  -2.3936  1.5533  -5.9041
H  -1.7719  -0.1246  -7.6742
H  -0.9101  1.4047  -7.8784
H  0.1977  -1.0999  -6.5309
H  0.6823  -0.4751  -8.1157
H  2.2945  0.2041  -6.2982
H  1.5173  1.6056  -7.0700
H  0.8618  3.4598  -2.0741
H  -0.1056  2.8575  0.1619

## Properties
Energy above the lowest of the compared OMol25 structures with the same formula, charge and spin, kcal per mole: 0.00
SMILES: CCn1c(SCc2ccc(C#N)cc2)nnc1-c1ccc(S(=O)(=O)N2CCCCC2)cc1
HOMO level, eV: -8.602
Multiplicity: 1
Total charge: 0
Kohn-Sham gap, Ha: 0.3169

The molecule's Mulliken atomic charges, reported in e, are given here:
1. C -1.004
2. C -1.042
3. N 0.254
4. C 0.382
5. S -0.147
6. C -1.190
7. C 0.570
8. C -0.067
9. C -0.849
10. C 0.537
11. C 0.066
12. N -0.491
13. C -0.731
14. C -0.488
15. N -0.246
16. N -0.854
17. C 0.230
18. C 0.679
19. C -0.406
20. C -0.818
21. C -0.064
22. S 1.425
23. O -0.724
24. O -0.744
25. N 0.157
26. C -0.575
27. C -0.734
28. C -0.717
29. C -0.650
30. C -0.721
31. C -0.390
32. C -0.755
33. H 0.345
34. H 0.315
35. H 0.382
36. H 0.423
37. H 0.590
38. H 0.553
39. H 0.461
40. H 0.457
41. H 0.453
42. H 0.441
43. H 0.397
44. H 0.351
45. H 0.467
46. H 0.427
47. H 0.275
48. H 0.299
49. H 0.355
50. H 0.326
51. H 0.329
52. H 0.299
53. H 0.348
54. H 0.444
55. H 0.354
56. H 0.521
57. H 0.497

***

ORCA calculation (wB97M-V/def2-TZVPD) on a 2-piece molecular cluster, C5H8N2 overall at a distorted geometry.

Element x y z (Å)
C  -2.3256  0.3211  -0.7857
C  -0.9093  -0.1372  -1.0017
C  -0.4012  0.9253  0.7699
C  0.1811  0.7692  -0.5896
C  2.1695  -0.5319  -0.0438
N  -1.0083  -1.2671  -0.1158
N  -1.5444  -0.0250  0.4263
H  -2.9784  -0.5072  -0.8243
H  0.2335  0.4322  1.6505
H  -0.6903  1.8621  1.1763
H  0.5049  1.6585  -1.0954
H  1.6129  -1.3161  0.1476
H  2.4798  0.0125  0.7240
H  2.8744  -0.5617  -0.8175
H  -0.1985  -1.6347  0.3791

## Properties
Energy above the lowest of the compared OMol25 structures with the same formula, charge and spin, kcal per mole: 251.93
HOMO level, eV: -7.742
Multiplicity: 1
Total charge: 0
Kohn-Sham gap, Ha: 0.2774

The molecule's Mulliken atomic charges, reported in e, are given here:
1. C -0.489
2. C 0.377
3. C -0.346
4. C -0.461
5. C -0.925
6. N -0.483
7. N 0.128
8. H 0.207
9. H 0.209
10. H 0.278
11. H 0.299
12. H 0.297
13. H 0.341
14. H 0.312
15. H 0.257